(1)
This record from OMol25 describes a structure of composition BrZr in a non-equilibrium geometry. The level of theory is ωB97M-V with the def2-TZVPD basis set.

Last column: natural (NBO) charge in e.
Positions of all 2 atoms, in Å:
Zr  -0.543  0.604  -0.991  2.622
Br  0.543  -0.604  0.991  0.378

The energy above the lowest of the compared OMol25 structures with the same formula, charge and spin comes out at 17.67 kcal per mole. The HOMO energy is -28.69 eV. The value obtained for the molecular weight is 171.13 g mol⁻¹. The value obtained for the HOMO-LUMO gap is 7.43 eV. Its charge is +3.

=====

(2)
This record from OMol25 describes an isolated molecule of C6H11N3O in a non-equilibrium geometry. The level of theory is ωB97M-V with the def2-TZVPD basis set.

Last column: natural (NBO) charge in e.
Positions of all 21 atoms, in Å:
O  -3.330  0.867  0.254  -0.773
N  2.026  -2.003  0.769  -0.571
N  -1.548  0.915  1.631  -0.649
N  0.371  1.076  -0.924  -0.403
C  1.360  0.162  -0.392  -0.077
C  1.040  -2.383  -0.241  -0.265
C  1.198  1.534  0.175  -0.251
C  -1.795  0.699  0.421  0.520
C  0.982  -1.048  0.403  -0.123
C  -1.057  0.869  -0.879  -0.313
H  0.735  1.605  1.160  0.226
H  2.193  -0.020  -1.082  0.194
H  1.368  -2.425  -1.283  0.190
H  2.911  -1.754  0.332  0.346
H  -1.281  -0.028  -1.479  0.227
H  -2.670  1.006  2.009  0.392
H  1.920  2.315  -0.076  0.201
H  0.245  -0.880  1.191  0.228
H  -3.492  0.891  -0.700  0.465
H  -1.511  1.759  -1.346  0.234
H  0.333  -3.159  0.056  0.202

The energy above the lowest of the compared OMol25 structures with the same formula, charge and spin comes out at 110.42 kcal per mole. The HOMO energy is -9.07 eV. The value obtained for the molecular weight is 141.17 g mol⁻¹. The value obtained for the HOMO-LUMO gap is 9.70 eV.

=====

(3)
This record from OMol25 describes a cluster of 3 separate species, C6H15NO3 in total in a non-equilibrium geometry. The level of theory is ωB97M-V with the def2-TZVPD basis set.

Last column: natural (NBO) charge in e.
Positions of all 25 atoms, in Å:
O  -2.270  0.494  0.726  -0.695
O  0.843  -1.301  1.194  -0.652
O  -3.176  0.012  -1.432  -0.681
N  1.469  0.525  0.020  -0.438
C  1.909  1.147  -1.211  -0.409
C  1.735  -1.691  -0.988  -0.714
C  0.992  1.416  1.063  -0.421
C  -2.259  -0.488  1.764  -0.276
C  -1.990  -0.180  -1.093  0.307
C  1.278  -0.813  0.159  0.685
H  2.797  0.660  -1.615  0.207
H  -2.607  -0.033  2.693  0.179
H  -1.232  -0.830  1.878  0.228
H  1.152  -1.493  -1.888  0.225
H  1.596  -2.729  -0.693  0.245
H  -2.902  -1.334  1.505  0.176
H  -1.619  -1.170  -0.792  0.122
H  1.717  2.215  1.222  0.194
H  -3.209  0.579  0.263  0.524
H  0.882  0.843  1.981  0.241
H  -1.206  0.555  -1.330  0.114
H  1.126  1.109  -1.974  0.192
H  0.023  1.847  0.799  0.205
H  2.789  -1.531  -1.214  0.228
H  2.161  2.192  -1.035  0.215

The energy above the lowest of the compared OMol25 structures with the same formula, charge and spin comes out at 60.83 kcal per mole. The HOMO energy is -9.42 eV. The value obtained for the molecular weight is 149.19 g mol⁻¹. The value obtained for the HOMO-LUMO gap is 10.13 eV.

=====

(4)
This record from OMol25 describes a cluster of 3 separate species, C3H14N2O2 in total in a non-equilibrium geometry. The level of theory is ωB97M-V with the def2-TZVPD basis set.

Last column: natural (NBO) charge in e.
Positions of all 21 atoms, in Å:
O  0.449  2.284  2.387  -0.986
O  2.224  0.247  1.595  -0.957
N  0.686  -1.597  -2.194  -0.834
N  -0.376  -0.947  -0.219  -0.655
C  -0.626  -1.753  -1.508  -0.062
C  -0.577  0.531  -0.418  -0.241
C  -2.110  0.767  -0.457  -0.640
H  -2.536  0.013  -1.112  0.202
H  1.316  2.555  2.283  0.504
H  1.095  -0.739  -1.819  0.350
H  -0.101  1.033  0.334  0.219
H  -2.596  0.755  0.574  0.207
H  0.074  1.753  3.049  0.489
H  1.371  -2.276  -1.832  0.351
H  1.493  0.305  2.193  0.468
H  1.989  -0.311  0.862  0.484
H  -1.374  -1.347  -2.124  0.161
H  -0.977  -2.758  -1.327  0.189
H  -0.028  0.875  -1.337  0.188
H  -2.503  1.734  -0.895  0.217
H  -1.054  -1.267  0.414  0.347

The energy above the lowest of the compared OMol25 structures with the same formula, charge and spin comes out at 48.10 kcal per mole. The HOMO energy is -9.10 eV. The value obtained for the molecular weight is 110.16 g mol⁻¹. The value obtained for the HOMO-LUMO gap is 9.81 eV.

=====

(5)
This record from OMol25 describes a cluster of 2 separate species, C3H7O in total in a non-equilibrium geometry. The level of theory is ωB97M-V with the def2-TZVPD basis set.

Last column: natural (NBO) charge in e.
Positions of all 11 atoms, in Å:
O  -1.749  0.810  0.399  -0.810
C  -2.353  -1.398  -0.147  -0.798
C  -1.651  -0.213  -0.338  0.242
C  2.412  0.953  0.300  -0.856
H  1.462  1.212  0.764  0.248
H  -2.362  -2.140  -0.940  0.154
H  -0.928  -0.278  -1.185  0.050
H  2.432  1.356  -0.711  0.205
H  -2.976  -1.484  0.734  0.166
H  3.236  1.314  0.912  0.189
H  2.476  -0.131  0.212  0.210

The energy above the lowest of the compared OMol25 structures with the same formula, charge and spin comes out at 3.88 kcal per mole. The HOMO energy is -1.85 eV. The value obtained for the molecular weight is 59.09 g mol⁻¹. The value obtained for the HOMO-LUMO gap is 5.87 eV. Its charge is -1.

=====

(6)
This record from OMol25 describes a structure of composition C27H68N5O13V in a non-equilibrium geometry. The level of theory is ωB97M-V with the def2-TZVPD basis set.

Last column: Löwdin charge in e.
Positions of all 114 atoms, in Å:
V  -2.011  0.363  -0.825  0.914
O  0.410  4.012  -8.172  -0.181
O  -1.277  0.953  0.471  -0.331
O  -3.202  2.127  -1.649  -0.025
O  0.772  -4.601  3.549  -0.217
O  -5.098  2.035  -2.884  0.158
O  2.735  0.201  1.525  -0.188
O  2.976  -1.663  -0.790  -0.223
O  -2.306  1.838  5.004  -0.196
O  1.548  3.235  -3.104  -0.199
O  -0.998  -4.685  -1.123  -0.218
O  -3.927  0.283  -2.157  0.001
O  -0.987  0.218  -2.023  -0.296
O  -3.851  0.479  0.944  -0.264
N  -2.020  -1.746  -0.067  -0.067
N  -1.004  1.819  7.732  0.029
N  1.016  -2.228  1.331  -0.024
N  -0.472  3.718  -5.285  -0.041
N  6.609  -2.363  -1.013  0.004
C  1.333  -1.525  2.601  -0.164
C  4.350  -1.518  -1.214  -0.148
C  -4.055  1.479  -2.268  -0.848
C  -2.390  -2.717  -1.042  -0.180
C  0.452  4.713  -9.355  -0.146
C  -2.292  -4.227  -0.709  -0.175
C  2.343  3.872  -2.037  -0.077
C  5.359  -2.312  1.011  -0.063
C  -2.889  -1.733  1.172  -0.128
C  0.899  2.943  6.812  -0.071
C  -4.952  1.419  1.099  -0.037
C  -2.699  2.548  3.836  -0.107
C  -0.910  1.933  5.278  -0.190
C  5.286  -2.559  -0.478  -0.416
C  0.227  -4.563  2.206  -0.175
C  -0.914  3.886  -7.704  -0.246
C  -0.490  2.736  -4.199  -0.185
C  -0.810  -6.107  -1.308  -0.078
C  1.625  -0.018  2.386  -0.199
C  2.086  -1.050  -1.698  -0.101
C  -4.146  -0.884  1.220  -0.208
C  -0.084  -4.951  4.633  -0.103
C  1.207  -3.689  1.340  -0.172
C  2.887  1.541  1.212  -0.134
C  0.177  3.431  -2.966  -0.229
C  -0.930  3.025  -6.498  -0.233
C  -0.633  2.660  6.625  -0.415
H  0.012  1.801  -4.447  0.115
H  1.230  -1.722  -1.766  0.080
H  -0.366  1.037  7.769  0.069
H  -1.507  2.491  -3.893  0.103
H  6.826  -1.391  -1.177  0.068
H  4.634  -0.482  -1.033  0.121
H  1.203  3.462  7.721  0.072
H  6.215  -2.757  1.518  0.076
H  0.026  4.161  -10.193  0.084
H  -1.924  1.462  7.521  0.067
H  -5.509  1.132  1.991  0.089
H  -5.017  2.980  -2.732  0.124
H  -4.599  2.438  1.260  0.096
H  -3.346  -2.433  -1.482  0.128
H  7.259  -2.707  -0.321  0.062
H  2.423  -0.845  -2.714  0.095
H  0.026  4.503  -2.841  0.121
H  2.957  2.279  2.011  0.087
H  -1.467  3.393  -8.504  0.121
H  1.677  -1.874  0.654  0.056
H  2.211  -4.034  1.585  0.113
H  -2.667  3.635  3.911  0.089
H  -4.678  -1.004  2.164  0.128
H  3.777  1.784  0.632  0.085
H  0.076  -5.549  1.765  0.109
H  0.750  0.390  1.881  0.096
H  -1.357  4.854  -7.469  0.128
H  1.998  3.873  -1.004  0.071
H  -2.431  -4.402  0.358  0.100
H  -2.167  2.204  2.949  0.079
H  0.483  -4.625  5.505  0.089
H  -0.295  -6.020  4.673  0.079
H  0.486  -1.617  3.281  0.110
H  1.805  0.407  3.374  0.119
H  -3.768  2.422  3.664  0.073
H  -4.943  -1.215  0.555  0.127
H  -0.582  0.894  5.316  0.122
H  -1.923  2.576  -6.483  0.121
H  5.377  -1.250  1.253  0.080
H  1.501  2.046  6.665  0.071
H  -0.057  5.667  -9.218  0.090
H  -0.769  -4.125  2.270  0.096
H  -1.189  -6.575  -0.400  0.076
H  4.474  -1.627  -2.292  0.117
H  1.689  -0.118  -1.296  0.078
H  4.399  -2.626  1.420  0.061
H  -1.049  -4.451  4.550  0.077
H  0.985  -4.026  0.327  0.095
H  1.501  4.808  -9.638  0.090
H  2.037  1.804  0.581  0.078
H  -0.112  2.933  -2.040  0.101
H  3.300  3.350  -2.029  0.080
H  5.136  -3.602  -0.755  0.136
H  -0.339  2.121  -6.640  0.118
H  2.468  4.936  -2.240  0.078
H  -1.401  -6.499  -2.136  0.085
H  -0.525  2.463  4.407  0.114
H  2.249  -1.887  3.068  0.114
H  -3.093  -4.805  -1.170  0.123
H  -1.686  -2.596  -1.865  0.128
H  0.227  -6.433  -1.391  0.090
H  1.245  3.693  6.101  0.066
H  -3.183  -2.751  1.430  0.113
H  -1.088  -2.045  0.184  0.096
H  -5.577  1.330  0.210  0.094
H  -1.072  3.658  6.640  0.135
H  -2.345  -1.380  2.048  0.129
H  0.421  4.157  -5.458  0.112

The energy above the lowest of the compared OMol25 structures with the same formula, charge and spin comes out at 53.30 kcal per mole. The HOMO energy is -8.30 eV. The value obtained for the molecular weight is 721.81 g mol⁻¹. The value obtained for the HOMO-LUMO gap is 8.36 eV.

=====

Question: The lowest molecular weight belongs to which entry?
Answer: C3H7O